The following is a quantum chemistry calculation of the molecule C3H5NO, from OMol25.

Computed properties:
E_LUMO ... 0.141 eV
Energy ... -6726.033 eV
Maximum force ... 0.61 eV/A

Each line ends with the Mulliken charge.
Atoms and positions in Å:
O -2.191 0.314 0.124  -0.7419
C -0.992 0.113 0.404  0.2522
C 0.002 -0.905 -0.419  -0.5109
N 1.007 0.156 -0.327  -0.0585
C 0.263 1.092 0.175  -0.2494
H 0.319 -1.852 0.028  0.2846
H -0.356 -1.034 -1.440  0.2607
H 2.017 0.115 -0.423  0.2181
H -0.677 -0.105 1.487  0.1796
H 0.608 2.105 0.391  0.3655